Record 1
{
  "formula": "C2H7NO2Si",
  "method": "ωB97M-V/def2-TZVPD",
  "relative_energy_kj_mol": 584.3,
  "smiles": "O=[N+]([O-])CC[SiH3]",
  "e_tot_ev": -15645.8267,
  "homo_energy_ev": -11.00,
  "symbols": ["C", "C", "N", "O", "O", "Si", "H", "H", "H", "H", "H", "H", "H"],
  "coordinates": [[0.772, 0.026, -0.716], [-0.164, -0.133, 0.453], [2.090, 0.091, -0.056], [2.552, 1.171, 0.139], [2.562, -0.979, 0.264], [-2.031, 0.107, 0.161], [0.556, 1.127, -1.173], [0.843, -0.722, -1.572], [0.131, -1.200, 0.830], [0.073, 0.359, 1.299], [-2.771, -1.126, 0.417], [-2.101, 0.396, -1.250], [-2.511, 0.885, 1.205]]
}

***

Record 2
{
  "formula": "C41H53F2N6OPV",
  "method": "ωB97M-V/def2-TZVPD",
  "spin_multiplicity": 4,
  "relative_energy_kj_mol": 0.0,
  "e_tot_ev": -94778.3144,
  "s2": 3.766,
  "homo_energy_ev": [-6.46, -6.72],
  "symbols": ["V", "F", "C", "C", "C", "C", "C", "F", "C", "C", "C", "C", "C", "C", "N", "H", "H", "H", "H", "H", "H", "C", "C", "C", "P", "C", "C", "C", "C", "C", "C", "C", "C", "C", "C", "N", "C", "C", "C", "C", "C", "C", "C", "C", "C", "H", "H", "H", "H", "H", "H", "H", "H", "H", "H", "H", "H", "H", "H", "H", "H", "H", "H", "H", "H", "H", "H", "H", "H", "H", "H", "H", "H", "H", "H", "H", "C", "C", "C", "C", "N", "C", "N", "N", "N", "H", "H", "H", "H", "H", "H", "H", "H", "H", "H", "C", "C", "C", "O", "H", "H", "H", "H", "H", "H"],
  "coordinates": [[0.035, -0.523, 0.972], [-1.944, 4.245, 2.972], [-1.834, 2.907, 3.113], [-1.164, 2.174, 2.159], [-1.030, 0.789, 2.290], [-1.623, 0.176, 3.422], [-2.297, 0.967, 4.353], [-2.888, 0.414, 5.447], [-2.414, 2.332, 4.232], [-1.490, -1.290, 3.525], [-1.965, -2.093, 4.571], [-1.797, -3.462, 4.520], [-1.156, -4.040, 3.432], [-0.693, -3.193, 2.448], [-0.845, -1.867, 2.487], [-0.760, 2.702, 1.302], [-2.943, 2.920, 4.967], [-2.461, -1.640, 5.412], [-2.167, -4.078, 5.330], [-1.009, -5.107, 3.352], [-0.163, -3.580, 1.583], [4.195, -1.918, 3.484], [2.844, -1.912, 2.777], [2.889, -2.810, 1.541], [2.181, -0.249, 2.274], [2.551, 0.834, 3.715], [1.743, 0.377, 4.930], [2.261, 2.297, 3.383], [3.270, 0.304, 0.945], [4.593, 0.693, 1.156], [5.449, 1.034, 0.123], [6.871, 1.461, 0.374], [4.927, 0.954, -1.168], [3.617, 0.595, -1.412], [2.720, 0.289, -0.362], [1.390, -0.026, -0.574], [0.970, 0.008, -1.928], [0.629, 1.226, -2.537], [0.659, 2.498, -1.739], [0.285, 1.249, -3.884], [0.235, 0.090, -4.651], [-0.055, 0.144, -6.129], [0.541, -1.113, -4.026], [0.939, -1.169, -2.692], [1.437, -2.464, -2.112], [4.517, -2.948, 3.661], [4.161, -1.415, 4.451], [4.960, -1.439, 2.871], [2.084, -2.303, 3.464], [3.690, -2.492, 0.871], [1.960, -2.771, 0.967], [3.074, -3.848, 1.827], [3.616, 0.725, 3.940], [0.673, 0.448, 4.724], [1.962, 1.017, 5.788], [1.969, -0.652, 5.217], [1.185, 2.470, 3.324], [2.704, 2.594, 2.431], [2.668, 2.944, 4.163], [4.971, 0.741, 2.172], [7.091, 1.475, 1.442], [7.064, 2.463, -0.016], [7.586, 0.786, -0.101], [5.566, 1.190, -2.014], [3.268, 0.561, -2.436], [1.676, 2.895, -1.683], [0.328, 2.318, -0.716], [0.020, 3.259, -2.189], [0.052, 2.205, -4.347], [-0.842, 0.863, -6.366], [-0.361, -0.831, -6.510], [0.830, 0.451, -6.690], [0.544, -2.028, -4.612], [1.501, -3.232, -2.884], [0.782, -2.826, -1.320], [2.426, -2.331, -1.672], [-5.627, 2.420, -4.046], [-4.590, 1.446, -4.593], [-4.831, 0.028, -4.086], [-3.160, 1.904, -4.301], [-2.836, 1.908, -2.885], [-2.297, 0.945, -2.134], [-2.222, 1.366, -0.896], [-2.713, 2.626, -0.910], [-3.079, 2.962, -2.092], [-6.633, 2.089, -4.306], [-5.483, 3.423, -4.450], [-5.565, 2.492, -2.959], [-4.664, 1.435, -5.685], [-4.777, -0.010, -2.994], [-4.097, -0.675, -4.489], [-5.823, -0.319, -4.376], [-2.986, 2.914, -4.671], [-2.442, 1.238, -4.778], [-1.933, 0.007, -2.524], [-3.480, -1.157, 0.551], [-2.489, -1.787, -0.369], [-2.942, -2.835, -1.346], [-1.305, -1.479, -0.349], [-4.354, -0.824, -0.012], [-3.026, -0.322, 1.081], [-3.827, -1.917, 1.260], [-4.023, -2.951, -1.365], [-2.482, -3.786, -1.069], [-2.570, -2.579, -2.340]]
}

***

Record 3
{
  "formula": "C31H36N7O4STc",
  "method": "ωB97M-V/def2-TZVPD",
  "spin_multiplicity": 4,
  "charge": 3,
  "relative_energy_kj_mol": 0.0,
  "e_tot_ev": -64360.4622,
  "s2": 3.774,
  "homo_energy_ev": [-16.00, -16.16],
  "symbols": ["Tc", "C", "C", "C", "C", "C", "N", "C", "C", "C", "N", "C", "C", "C", "C", "C", "C", "C", "C", "N", "C", "C", "C", "N", "C", "C", "C", "C", "O", "C", "O", "H", "H", "H", "H", "H", "H", "H", "H", "H", "H", "H", "H", "H", "H", "H", "H", "H", "H", "H", "H", "H", "H", "H", "H", "H", "H", "H", "H", "O", "N", "O", "N", "C", "S", "N", "C", "C", "C", "C", "C", "C", "H", "H", "H", "H", "H", "H", "H", "H"],
  "coordinates": [[-0.768, -0.350, -0.005], [1.359, -1.582, -6.701], [0.866, -1.033, -5.382], [0.934, 0.311, -5.126], [0.642, 0.863, -3.890], [0.896, 2.242, -3.577], [0.596, 2.947, -2.578], [1.156, 4.307, -2.452], [2.158, 4.419, -1.342], [3.270, 3.360, -1.474], [2.941, 2.141, -0.689], [3.543, 1.872, 0.411], [3.094, 1.000, 1.475], [3.928, 0.977, 2.621], [3.622, 0.232, 3.737], [4.603, 0.037, 4.870], [2.358, -0.421, 3.684], [1.544, -0.394, 2.597], [0.374, -1.357, 2.616], [-0.520, -1.491, 1.725], [-1.450, -2.615, 2.014], [-0.919, -3.809, 1.219], [-0.991, -3.603, -0.293], [-0.492, -2.292, -0.938], [-0.267, -2.421, -2.193], [0.056, -1.380, -3.160], [0.370, -1.891, -4.418], [0.088, 0.035, -2.870], [-0.364, 0.517, -1.758], [1.864, 0.311, 1.447], [1.175, 0.183, 0.341], [0.663, -2.293, -7.178], [2.282, -2.206, -6.477], [1.649, -0.858, -7.430], [1.256, 0.979, -5.925], [1.416, 2.817, -4.405], [-0.189, 2.605, -2.012], [0.302, 4.988, -2.191], [1.658, 4.564, -3.378], [1.716, 4.421, -0.381], [2.674, 5.370, -1.394], [4.230, 3.657, -1.102], [3.452, 3.000, -2.518], [2.117, 1.577, -0.888], [4.288, 2.582, 0.693], [4.847, 1.457, 2.491], [4.248, -0.519, 5.720], [4.948, 1.066, 5.128], [5.433, -0.543, 4.451], [2.048, -1.049, 4.528], [0.319, -2.094, 3.410], [-2.475, -2.502, 1.720], [-1.490, -2.761, 3.058], [-1.492, -4.729, 1.370], [0.110, -4.000, 1.440], [-2.054, -3.622, -0.501], [-0.634, -4.467, -0.847], [-0.279, -3.454, -2.683], [0.421, -2.951, -4.591], [-1.600, 3.421, 0.429], [-0.985, 2.544, 0.116], [-1.401, 1.327, 0.879], [-4.228, 1.366, -0.864], [-3.946, 0.384, 0.002], [-3.006, -0.945, -0.628], [-4.319, 0.509, 1.252], [-4.068, -0.379, 2.348], [-3.285, -0.002, 3.422], [-3.146, -0.975, 4.458], [-3.765, -2.240, 4.420], [-4.676, -2.508, 3.406], [-4.872, -1.580, 2.377], [-3.983, 1.126, -1.839], [-4.901, 2.128, -0.670], [-4.847, 1.319, 1.501], [-2.830, 0.966, 3.500], [-2.605, -0.726, 5.396], [-3.683, -2.875, 5.272], [-5.239, -3.400, 3.495], [-5.744, -1.612, 1.711]]
}

***

Record 4
{
  "formula": "C2H2INP2",
  "method": "ωB97M-V/def2-TZVPD",
  "relative_energy_kj_mol": 276.6,
  "e_tot_ev": -30270.4069,
  "homo_energy_ev": [-7.77, -7.91],
  "symbols": ["C", "C", "N", "P", "P", "I", "H", "H"],
  "coordinates": [[0.936, 0.223, -0.399], [0.829, 1.409, -0.646], [0.468, -0.969, 0.033], [0.929, -2.528, -0.150], [-0.954, -0.802, 1.030], [-2.761, -0.028, -0.513], [0.932, 2.407, -1.036], [-0.378, 0.288, 1.680]]
}

***

Record 5
{
  "formula": "C36H88N8O4",
  "method": "ωB97M-V/def2-TZVPD",
  "relative_energy_kj_mol": 1570.9,
  "e_tot_ev": -58853.6952,
  "homo_energy_ev": -7.60,
  "symbols": ["C", "C", "N", "C", "C", "C", "C", "H", "H", "H", "H", "H", "H", "H", "H", "H", "H", "H", "H", "H", "H", "H", "C", "C", "N", "C", "C", "C", "C", "H", "H", "H", "H", "H", "H", "H", "H", "H", "H", "H", "H", "H", "H", "H", "C", "C", "N", "C", "C", "C", "C", "H", "H", "H", "H", "H", "H", "H", "H", "H", "H", "H", "H", "H", "H", "H", "C", "C", "N", "C", "C", "C", "C", "H", "H", "H", "H", "H", "H", "H", "H", "H", "H", "H", "H", "H", "H", "H", "C", "C", "O", "N", "C", "H", "H", "H", "H", "H", "H", "H", "C", "C", "O", "N", "C", "H", "H", "H", "H", "H", "H", "H", "C", "C", "O", "N", "C", "H", "H", "H", "H", "H", "H", "H", "C", "C", "O", "N", "C", "H", "H", "H", "H", "H", "H", "H"],
  "coordinates": [[1.630, -5.047, -1.223], [1.152, -6.531, -1.192], [1.399, -7.015, 0.173], [2.779, -7.444, 0.413], [2.893, -8.772, -0.254], [0.889, -6.203, 1.281], [-0.497, -5.607, 1.195], [0.888, -4.362, -0.815], [1.861, -4.697, -2.230], [2.543, -4.963, -0.635], [0.126, -6.636, -1.545], [1.825, -7.079, -1.852], [3.474, -6.726, -0.022], [2.934, -7.525, 1.489], [2.987, -8.897, -1.333], [3.884, -9.159, -0.017], [2.201, -9.496, 0.177], [1.657, -5.525, 1.653], [0.831, -6.924, 2.096], [-1.041, -5.602, 2.140], [-1.199, -6.185, 0.594], [-0.564, -4.607, 0.765], [0.085, 6.527, 1.379], [0.916, 5.308, 1.559], [0.230, 4.134, 2.019], [-0.172, 4.229, 3.377], [-1.111, 3.102, 3.859], [1.124, 3.000, 1.768], [0.626, 2.139, 0.637], [-0.476, 6.951, 2.212], [-0.634, 6.619, 0.565], [0.767, 7.372, 1.288], [1.285, 5.076, 0.560], [1.857, 5.558, 2.050], [0.714, 4.118, 4.002], [-0.520, 5.220, 3.667], [-0.751, 2.193, 3.377], [-1.155, 3.068, 4.948], [-2.104, 3.307, 3.461], [1.224, 2.350, 2.638], [2.159, 3.305, 1.614], [0.835, 2.395, -0.402], [-0.428, 2.023, 0.887], [0.929, 1.092, 0.609], [-2.103, 0.987, 2.762], [-2.328, 2.073, 1.705], [-3.674, 2.661, 1.843], [-4.819, 1.735, 1.643], [-5.946, 2.106, 2.510], [-3.652, 3.921, 1.105], [-3.575, 3.788, -0.383], [-1.120, 0.550, 2.934], [-2.747, 0.117, 2.637], [-2.305, 1.199, 3.812], [-1.538, 2.803, 1.882], [-2.101, 1.592, 0.753], [-5.159, 1.715, 0.607], [-4.579, 0.711, 1.928], [-6.787, 1.424, 2.630], [-5.521, 2.179, 3.511], [-6.383, 3.103, 2.443], [-2.756, 4.423, 1.471], [-4.533, 4.518, 1.341], [-4.587, 3.609, -0.746], [-2.788, 3.091, -0.670], [-3.301, 4.702, -0.910], [-2.145, 4.590, -3.222], [-0.683, 4.618, -2.852], [-0.006, 3.371, -3.258], [-0.425, 2.282, -2.429], [-0.323, 0.855, -3.063], [1.463, 3.437, -3.306], [2.168, 3.853, -2.019], [-2.554, 5.569, -3.471], [-2.696, 4.150, -2.390], [-2.325, 3.869, -4.020], [-0.113, 5.417, -3.325], [-0.505, 4.736, -1.783], [-1.442, 2.488, -2.094], [0.122, 2.199, -1.490], [0.647, 0.700, -3.535], [-1.063, 0.788, -3.860], [-0.417, -0.021, -2.421], [1.877, 2.450, -3.515], [1.935, 4.085, -4.045], [1.787, 3.224, -1.215], [3.167, 3.496, -1.771], [1.958, 4.852, -1.635], [-1.041, -3.192, 1.780], [-1.004, -1.721, 1.593], [-0.568, -0.928, 2.446], [-1.395, -1.336, 0.378], [-1.111, -0.039, -0.212], [-0.283, -3.606, 1.115], [-2.057, -3.513, 1.549], [-0.742, -3.452, 2.795], [-1.708, -2.036, -0.279], [-0.151, -0.180, -0.708], [-1.062, 0.728, 0.561], [-1.770, 0.404, -0.959], [3.019, -2.786, -0.169], [2.615, -1.409, -0.800], [1.739, -0.727, -0.284], [3.027, -1.231, -2.068], [2.586, -0.176, -2.899], [2.329, -3.594, -0.409], [3.172, -2.532, 0.880], [3.979, -3.090, -0.586], [3.717, -1.900, -2.380], [2.795, 0.752, -2.366], [1.590, -0.021, -3.313], [3.234, -0.200, -3.775], [1.396, -0.333, 2.287], [2.625, -0.823, 3.024], [2.617, -1.255, 4.163], [3.771, -0.710, 2.427], [4.213, -0.204, 1.184], [0.517, -0.407, 2.928], [1.149, -1.068, 1.521], [1.590, 0.674, 1.917], [4.533, -1.075, 2.981], [4.641, -1.054, 0.653], [4.980, 0.549, 1.368], [3.465, 0.354, 0.620], [-0.080, -2.045, -1.974], [-1.556, -2.084, -2.215], [-2.422, -1.930, -1.316], [-1.958, -2.268, -3.483], [-1.226, -2.551, -4.652], [0.309, -1.311, -2.680], [0.366, -3.037, -2.034], [0.046, -1.664, -0.960], [-2.934, -2.064, -3.645], [-0.494, -3.341, -4.485], [-0.665, -1.771, -5.167], [-1.974, -2.892, -5.367]]
}

***

Record 6
{
  "formula": "C22H20N2O3",
  "method": "ωB97M-V/def2-TZVPD",
  "relative_energy_kj_mol": 1743.7,
  "smiles": "COc1ccccc1C(=O)Nc1cccc(NC(=O)c2ccccc2C)c1",
  "e_tot_ev": -32244.5139,
  "homo_energy_ev": -7.65,
  "symbols": ["C", "H", "O", "C", "C", "C", "C", "C", "C", "C", "O", "N", "C", "C", "C", "C", "C", "C", "H", "H", "H", "N", "C", "O", "C", "C", "C", "C", "C", "C", "C", "H", "H", "H", "H", "H", "H", "H", "H", "H", "H", "H", "H", "H", "H", "H", "H"],
  "coordinates": [[2.960, 2.757, -1.551], [3.068, 2.170, -0.553], [1.747, 2.045, -2.148], [1.425, 2.633, -3.416], [1.894, 3.988, -3.924], [1.613, 4.281, -5.306], [0.813, 3.526, -6.047], [-0.010, 2.368, -5.472], [0.411, 1.916, -4.247], [-0.116, 0.588, -3.715], [-0.711, -0.301, -4.735], [-0.224, 0.353, -2.556], [-0.608, -0.595, -1.619], [-0.447, -0.876, -0.378], [-0.997, -1.759, 0.432], [-1.410, -2.918, -0.260], [-1.587, -2.818, -1.471], [-1.147, -1.832, -2.364], [-1.507, -1.940, -3.363], [-2.128, -3.804, -2.110], [-1.973, -3.660, 0.366], [-0.597, -1.868, 1.636], [-1.030, -2.789, 2.707], [-1.399, -3.857, 2.472], [-0.920, -2.213, 4.088], [0.187, -3.085, 4.938], [0.720, -2.541, 6.235], [0.062, -1.605, 6.654], [-0.567, -0.677, 5.911], [-1.035, -1.050, 4.737], [-2.180, -0.199, 3.937], [-2.861, 0.411, 4.679], [-2.660, -0.747, 3.241], [-1.507, 0.789, 3.504], [-1.022, 0.293, 6.422], [0.412, -1.380, 7.624], [1.142, -3.243, 6.741], [0.768, -4.114, 4.391], [-0.240, -0.963, 2.080], [0.107, -0.044, -0.045], [0.545, 0.942, -1.774], [-0.421, 1.588, -6.179], [0.327, 3.863, -7.051], [2.020, 5.246, -5.681], [2.586, 4.423, -3.623], [2.617, 3.824, -1.122], [3.878, 2.873, -2.083]]
}